19
Properties=species:S:1:pos:R:3 method="wB97M-V/def2-TZVPD" orbital_gap_ev="5.637 / 5.647" total_energy_ev=-12861.6532 multiplicity=1 total_charge=+2 lumo_energy_ev="-11.604 / -11.597"
C -1.7723 -1.6139 0.6298
C -0.3243 -1.7369 0.5272
C -2.3827 -0.4672 0.4262
C 0.1978 1.3178 -0.7638
C -0.5029 2.6545 1.0919
C 1.9707 -1.4592 -0.1499
N 0.5949 -1.0089 0.0154
N 0.1225 2.0944 0.1658
N 0.4433 1.3847 -1.9878
O -2.8013 0.5695 0.3556
H -2.3966 -2.4728 0.9625
H 0.1437 -2.6369 1.1752
H 0.0705 3.3380 1.6888
H -1.4911 2.3233 1.4633
H 2.3267 -1.2384 0.8918
H 1.9812 -2.6301 -0.3803
H 2.4084 -0.9477 -1.0357
H 0.9393 2.0929 -2.4872
H 0.4721 0.4371 -2.5887

---

16
Properties=species:S:1:pos:R:3 method="wB97M-V/def2-TZVPD" orbital_gap_ev=6.788 total_energy_ev=-16635.8104 multiplicity=1 total_charge=-1 lumo_energy_ev=4.076
C 1.8173 1.3623 0.8181
C 0.9622 1.3845 1.8803
N -0.0204 0.4506 2.1120
H 1.7923 0.5179 0.1133
H 2.5411 2.1418 0.6855
H 1.0583 2.1961 2.6340
H -0.0065 -0.4068 1.4558
H -0.2221 0.2530 3.0996
C -1.7628 -0.8063 -1.7222
C -0.2537 -1.0786 -1.6202
S 0.1719 -1.8775 -0.0422
H -2.0567 -0.1722 -0.9116
H -2.3241 -1.7727 -1.6030
H -2.0325 -0.3658 -2.7140
H 0.2965 -0.1142 -1.7161
H 0.0393 -1.7122 -2.4692

---

10
Properties=species:S:1:pos:R:3 method="wB97M-V/def2-TZVPD" orbital_gap_ev=11.042 total_energy_ev=-8304.6627 multiplicity=1 lumo_energy_ev=0.857
C -1.2443 -1.2879 -0.5681
C 0.6731 0.9419 -0.4381
C 0.6025 0.2886 0.9272
C -0.3734 -0.1603 -0.1349
O -1.4159 -2.4091 -0.9576
O -1.8414 -0.1783 -0.2520
H 0.4450 2.0165 -0.5508
H 1.5963 0.6705 -0.9843
H 1.3077 -0.5607 1.0545
H 0.2503 0.6788 1.9041

---

14
Properties=species:S:1:pos:R:3 method="wB97M-V/def2-TZVPD" orbital_gap_ev=11.404 total_energy_ev=-8372.6903 multiplicity=1 lumo_energy_ev=0.978
C -2.2527 -0.5386 0.4906
C -1.1036 0.1340 -0.2247
O 0.1250 0.0967 0.5397
C 1.1277 0.6323 -0.1949
O 0.9126 1.4824 -1.0332
C 2.4945 0.0028 0.0327
H -1.9855 -1.5524 0.7988
H -2.5938 0.0303 1.3605
H -3.0904 -0.6139 -0.2152
H -0.8490 -0.4045 -1.1416
H -1.3444 1.1613 -0.5051
H 3.1399 0.5117 0.7597
H 2.9561 0.1253 -0.9453
H 2.4637 -1.0672 0.2779

---

8
Properties=species:S:1:pos:R:3 method="wB97M-V/def2-TZVPD" orbital_gap_ev=6.801 total_energy_ev=-19737.7914 multiplicity=1 total_charge=+3 lumo_energy_ev=-15.731
Na -3.6630 0.1788 1.2432
O -0.3342 -0.5758 0.0070
H -0.7325 -1.4102 -0.6262
O 1.7750 -0.0355 0.1399
O -1.6881 -0.2896 -0.2580
C 0.6498 0.3257 -0.0483
F 0.2892 1.4901 -0.3781
Mg 3.7038 0.3164 -0.0794

---

11
Properties=species:S:1:pos:R:3 method="wB97M-V/def2-TZVPD" orbital_gap_ev="5.931 / 5.957" total_energy_ev=-19236.1742 multiplicity=1 total_charge=+1 lumo_energy_ev="-7.038 / -7.024"
C -1.8856 -0.8862 -1.6781
C 0.3285 0.7907 0.2984
C 1.1546 0.1647 1.5161
N 0.5575 -0.4616 -0.2645
O 1.1659 -0.9728 0.7161
Cl -1.6716 -0.2610 -3.1134
H -2.6979 -1.6279 -1.7684
H -0.6094 1.0071 0.5965
H 0.6643 1.6104 -0.3518
H 2.2206 0.6246 1.5823
H 0.7731 0.0120 2.4670

---

114
Properties=species:S:1:pos:R:3 method="wB97M-V/def2-TZVPD" orbital_gap_ev="4.531 / 5.175" total_energy_ev=-186708.3072 multiplicity=3 total_charge=-2 lumo_energy_ev="3.259 / 3.259"
Pd 0.2712 0.5969 1.2182
Br 7.5865 -2.2961 1.6487
C 6.5489 -0.7231 1.9541
C 7.1878 0.4189 2.4046
C 6.4294 1.5608 2.6230
C 5.0598 1.5499 2.3879
C 4.4403 0.3938 1.9404
C 5.1854 -0.7563 1.7210
C 2.9408 0.3703 1.6838
O 2.3500 1.4839 1.7196
O 2.4000 -0.7228 1.4464
H 8.2552 0.4140 2.5797
H 6.9147 2.4633 2.9744
H 4.4479 2.4289 2.5402
H 4.6783 -1.6459 1.3727
N -0.1864 -1.5917 -0.1771
C 0.0507 -2.5313 0.4522
N 0.3310 -3.6502 1.1088
C -0.1390 -4.9150 0.5520
C -1.3969 -5.3539 1.2733
O -1.1587 -5.4517 2.6651
C -0.8020 -4.1718 3.2026
C 0.4647 -3.6347 2.5693
H 0.6452 -5.6607 0.7128
H -0.3014 -4.7981 -0.5193
H -1.7146 -6.3408 0.9317
H -2.2039 -4.6332 1.0816
H -0.6645 -4.3021 4.2738
H -1.6292 -3.4745 3.0363
H 1.3127 -4.2744 2.8296
H 0.6630 -2.6190 2.9062
C 0.6209 1.5736 4.3736
Si -0.6963 2.5709 3.4634
C -2.3000 2.2973 4.4221
C -0.2948 4.3798 3.8920
C -0.8113 2.4892 1.6307
Si -2.3406 2.4792 0.6253
C -2.1866 3.7862 -0.7230
C -2.8388 0.8889 -0.2579
C -3.9093 2.9719 1.5631
H 1.4847 2.2069 4.5903
H 0.9755 0.7017 3.8243
H 0.2070 1.1932 5.3115
H -2.0530 2.2780 5.4881
H -2.8158 1.3617 4.1866
H -2.9963 3.1184 4.2451
H -0.2500 4.5283 4.9773
H -1.0726 5.0372 3.4902
H 0.6634 4.6921 3.4663
H -0.1073 3.2146 1.2129
H -1.4447 3.4833 -1.4672
H -1.8604 4.7395 -0.2963
H -3.1465 3.9445 -1.2273
H -3.1594 1.1308 -1.2748
H -3.6794 0.4017 0.2433
H -2.0196 0.1670 -0.3234
H -3.8008 3.9630 2.0138
H -4.1483 2.2668 2.3615
H -4.7614 2.9983 0.8748
I -7.8293 -1.1761 4.7261
C -5.7557 -1.1575 4.4366
C -4.9277 -1.5556 5.4752
C -3.5525 -1.5491 5.2720
C -3.0168 -1.1551 4.0547
C -3.8671 -0.7648 3.0306
C -5.2463 -0.7594 3.2112
C -1.4979 -1.1676 3.8424
O -0.8104 -1.5947 4.7820
O -1.1162 -0.7331 2.7255
H -5.3461 -1.8636 6.4240
H -2.8685 -1.8457 6.0565
H -3.4211 -0.4627 2.0914
H -5.9035 -0.4377 2.4145
C -2.1115 -1.6034 -2.9831
Si -1.2683 -0.3279 -4.0655
C -1.1420 -1.1266 -5.7734
C -2.4095 1.1486 -4.2815
Si 0.8276 0.3663 -3.3084
Te 1.1465 1.5091 -1.1335
Si 1.5004 2.0490 -4.7840
C 3.2550 2.5797 -4.3771
C 1.5049 1.6033 -6.6202
C 0.3892 3.5492 -4.5997
Si 2.3246 -1.4124 -3.5711
C 3.9952 -0.9367 -2.8682
C 1.7440 -2.9399 -2.6537
C 2.6008 -1.9299 -5.3655
H -3.1921 -1.6023 -3.1574
H -1.9316 -1.4119 -1.9285
H -1.7251 -2.6014 -3.2113
H -2.1456 -1.2499 -6.1931
H -0.6740 -2.1122 -5.7182
H -0.5540 -0.5218 -6.4668
H -3.4488 0.8256 -4.3916
H -2.1271 1.7091 -5.1771
H -2.3485 1.8342 -3.4334
H 3.9695 1.7992 -4.6512
H 3.3551 2.7552 -3.3036
H 3.5222 3.4960 -4.9126
H 2.2078 0.7953 -6.8333
H 1.8003 2.4777 -7.2088
H 0.5199 1.2813 -6.9653
H 0.2489 3.7764 -3.5396
H -0.5977 3.3710 -5.0323
H 0.8292 4.4246 -5.0876
H 3.8638 -0.4909 -1.8787
H 4.4910 -0.1947 -3.4989
H 4.6511 -1.8077 -2.7764
H 1.5681 -2.6876 -1.6074
H 2.4954 -3.7343 -2.7051
H 0.8063 -3.3190 -3.0716
H 3.0395 -1.1158 -5.9469
H 1.6678 -2.2162 -5.8553
H 3.2852 -2.7833 -5.4055

---

48
Properties=species:S:1:pos:R:3 method="wB97M-V/def2-TZVPD" orbital_gap_ev="7.481 / 6.865" total_energy_ev=-181564.3578 multiplicity=3 total_charge=+1 lumo_energy_ev="-3.181 / -4.589"
Pd 0.9472 0.4439 -0.0521
C 1.3807 -0.8373 3.2678
Se 0.8279 0.8406 2.4492
C 2.5222 1.7930 2.5222
C 3.7075 1.0415 1.9536
Se 3.5200 0.5662 0.0592
C 3.7480 -1.3665 0.1801
H 2.1728 -0.6295 3.9836
H 1.7176 -1.5512 2.5225
H 0.5223 -1.2332 3.8036
H 2.7100 2.0646 3.5610
H 2.3148 2.7042 1.9593
H 3.9169 0.1156 2.4863
H 4.5922 1.6736 2.0222
H 2.7907 -1.8674 0.2961
H 4.4025 -1.5927 1.0185
H 4.2263 -1.6895 -0.7408
N 0.7454 -0.0569 -2.3237
C 0.0001 -1.2645 -2.5009
C 0.0974 -2.0459 -3.6143
C -0.6760 -3.2226 -3.7437
C -1.5379 -3.5951 -2.7568
C -1.6462 -2.8130 -1.5797
C -2.5018 -3.1600 -0.5098
C -2.5539 -2.3671 0.5994
C -1.7283 -1.2303 0.6512
N -0.9123 -0.8778 -0.3153
C -0.8699 -1.6474 -1.4456
H 0.1665 0.7670 -2.4901
H 1.5264 0.0066 -2.9663
H 0.7663 -1.7568 -4.4158
H -0.5941 -3.8105 -4.6473
H -2.1431 -4.4869 -2.8529
H -3.1046 -4.0563 -0.5848
H -3.1984 -2.5986 1.4348
H -1.7511 -0.5812 1.5208
F -4.7869 3.5940 0.8402
C -3.5266 3.4061 0.4826
C -3.2298 2.8947 -0.7724
F -4.2129 2.5863 -1.6106
C -1.9101 2.6947 -1.1262
F -1.6658 2.1541 -2.3264
C -0.8535 3.0029 -0.2710
S 0.8045 2.7874 -0.7633
C -1.1913 3.5045 0.9851
F -0.2341 3.8057 1.8665
C -2.5032 3.7075 1.3694
F -2.7940 4.1833 2.5745